{
  "formula": "C2H3Cl2N",
  "method": "the ωB97M-V functional and the def2-TZVPD basis",
  "elements": ["Cl", "Cl", "N", "C", "C", "H", "H", "H"],
  "xyz": [[-2.339, 0.478, 1.171], [0.620, -2.421, 0.819], [-0.573, -1.404, 0.305], [-0.625, -0.092, 0.969], [-0.159, -0.203, -0.366], [0.840, -0.119, -0.503], [-0.006, 0.177, 1.853], [-0.829, 0.248, -1.056]],
  "forces_ev_per_angstrom": [[1.1, -0.2, 0.1], [1.5, -1.0, 0.5], [-2.3, 1.0, 0.2], [-1.3, 0.0, 2.5], [-1.2, 0.6, -0.7], [3.0, 0.5, -0.7], [-0.5, -0.5, -0.9], [-0.3, -0.3, -1.1]],
  "nbo_charge": [-0.056, 0.136, -0.416, -0.062, -0.272, 0.209, 0.238, 0.225],
  "charge": 0,
  "homo_lumo_gap_ev": 10.8,
  "smiles": "Cl[C@@H]1CN1Cl",
  "homo_ha": -0.363,
  "e_above_lowest_kj_mol": 180.2
}